Formula: C2H8NO2
Source: the OMol25 dataset
Level of theory: ωB97M-V/def2-TZVPD

Geometry (Å):
C (-1.66527, 0.09361, 2.02947)
O (-0.97767, -1.03673, 1.47709)
H (-1.23011, 0.99702, 1.59834)
H (-2.69536, -0.02590, 1.65744)
H (-1.67960, 0.04450, 3.12444)
N (1.63223, 0.77979, -2.02921)
C (1.21281, -0.44549, -1.25613)
O (0.09355, -0.36587, -0.52714)
H (0.74161, 1.05565, -2.44211)
H (1.86430, 1.50946, -1.35812)
H (1.07884, -1.12590, -2.12929)
H (2.14184, -0.75523, -0.75398)
H (-0.51715, -0.72492, 0.60920)

Cartesian forces (eV/Å) of the 2 atoms listed first:
C -0.4056 -1.2765 -1.0345
O 0.7586 0.7533 -0.2406

Results
molar mass: 78.1 g/mol
energy above the lowest of the compared OMol25 structures with the same formula, charge and spin: 28.9 kcal/mol
2S+1: 2
F_max: 0.0596 hartree/bohr

=====

Formula: C6H6
Source: the OMol25 dataset
Level of theory: ωB97M-V/def2-TZVPD

Geometry (Å):
C (2.10982, 0.01044, -0.00046)
C (0.77445, 0.02713, 0.00532)
C (-0.09557, -1.17565, -0.03581)
C (-1.38655, -0.77161, 0.00448)
C (-1.44217, 0.71453, -0.00843)
C (-0.16937, 1.20315, -0.00540)
H (2.73154, 0.92400, 0.07511)
H (2.70507, -0.89357, 0.03147)
H (0.22805, -2.19630, 0.02842)
H (-2.22463, -1.43822, 0.08169)
H (-2.31444, 1.31549, 0.08138)
H (0.13082, 2.24069, -0.05625)

Cartesian forces (eV/Å) of the 2 atoms listed first:
C 0.5496 0.9390 0.4870
C -0.5020 0.0918 -0.5833

Results
SMILES: C=C1C=CC=C1
molar mass: 78.1 g/mol
energy above the lowest of the compared OMol25 structures with the same formula, charge and spin: 37.6 kcal/mol
2S+1: 1
F_max: 0.0360 hartree/bohr

=====

Formula: C47H55BBrN13SeSm
Source: the OMol25 dataset
Level of theory: ωB97M-V/def2-TZVPD

Geometry (Å):
Sm (-0.04783, -0.16150, -0.18026)
C (-4.71519, 0.69384, 1.50195)
C (-3.40407, 0.27318, 1.71678)
N (-2.66639, 0.42849, 0.62249)
N (-3.47384, 0.95532, -0.30388)
C (-4.70594, 1.12743, 0.19552)
B (-3.00930, 1.58255, -1.63009)
N (-2.45943, 0.58029, -2.63595)
C (-3.02868, 0.31575, -3.82226)
C (-2.22852, -0.57549, -4.49915)
C (-1.16221, -0.79934, -3.63027)
N (-1.31259, -0.09880, -2.51079)
N (-1.96460, 2.64614, -1.25162)
C (-2.10244, 3.95269, -1.51291)
C (-1.13570, 4.64097, -0.81798)
C (-0.43383, 3.64168, -0.14692)
N (-0.93685, 2.44340, -0.41780)
H (-5.53416, 0.68384, 2.19670)
H (-2.99886, -0.12184, 2.62719)
H (-5.48997, 1.54469, -0.40112)
H (-3.94641, 2.13238, -2.12041)
H (-3.95100, 0.77627, -4.11593)
H (-2.38951, -1.00787, -5.46532)
H (-0.31200, -1.43401, -3.79294)
H (-2.86824, 4.30196, -2.17551)
H (-0.97201, 5.69901, -0.80110)
H (0.40235, 3.75910, 0.51189)
C (-2.62027, -3.59429, 6.66049)
C (-1.15164, -3.29932, 6.32451)
C (-0.53847, -2.54322, 7.50484)
C (-0.38732, -4.61131, 6.11019)
C (-1.08256, -2.50592, 5.03265)
C (-1.74501, -2.96197, 3.89393)
C (-1.63792, -2.24110, 2.72236)
N (-0.96772, -1.10698, 2.59255)
C (-0.34433, -0.63667, 3.67681)
C (-0.36504, -1.33149, 4.89184)
C (0.40563, 0.62083, 3.54366)
C (0.81649, 1.32623, 4.68248)
C (1.62765, 2.44173, 4.57612)
C (1.98099, 2.82351, 3.28290)
C (1.48291, 2.11488, 2.20659)
N (0.70537, 1.04439, 2.30779)
C (2.09750, 3.25718, 5.76643)
C (1.77560, 2.57698, 7.09921)
C (1.37989, 4.61285, 5.70016)
C (3.61681, 3.45810, 5.68201)
H (-2.69194, -4.10893, 7.61641)
H (-3.08742, -4.22062, 5.90680)
H (-3.18708, -2.66791, 6.72499)
H (-0.64740, -3.12784, 8.41611)
H (-1.04330, -1.59053, 7.64915)
H (0.52139, -2.36588, 7.34814)
H (-0.41487, -5.22398, 7.00929)
H (0.64960, -4.40213, 5.86139)
H (-0.81908, -5.17784, 5.28970)
H (-2.32194, -3.87215, 3.90145)
H (-2.14707, -2.59174, 1.83661)
H (0.22044, -0.95464, 5.70947)
H (0.47746, 0.99354, 5.64721)
H (2.62114, 3.67038, 3.09775)
H (1.76188, 2.40275, 1.20231)
H (0.70238, 2.47736, 7.24375)
H (2.16956, 3.16890, 7.92280)
H (2.23295, 1.59140, 7.14314)
H (0.30281, 4.47185, 5.76218)
H (1.59678, 5.11695, 4.76223)
H (1.69056, 5.25910, 6.51809)
H (4.11905, 2.49636, 5.61197)
H (3.98014, 3.97054, 6.57046)
H (3.89676, 4.04889, 4.81508)
Br (1.62102, -1.97476, 1.30369)
Se (0.86737, -4.50743, -2.81570)
C (1.02584, -2.87574, -2.21664)
N (1.04103, -1.78593, -1.81339)
C (-4.63846, -5.73915, -0.52865)
C (-3.21640, -6.24369, -0.29196)
C (-2.74531, -5.91295, 1.12287)
C (-2.26490, -5.65042, -1.34564)
N (-2.08231, -4.25095, -1.12326)
C (-1.13335, -3.61793, -0.41639)
N (-1.42545, -2.33351, -0.40609)
N (-2.55035, -2.20657, -1.11059)
N (-2.94671, -3.32957, -1.53808)
H (-5.30738, -6.09855, 0.25025)
H (-5.00620, -6.07990, -1.49403)
H (-4.66269, -4.65147, -0.52865)
H (-3.19430, -7.32988, -0.41910)
H (-2.82530, -4.84615, 1.31716)
H (-1.70933, -6.20964, 1.27100)
H (-3.36321, -6.43084, 1.85304)
H (-2.68618, -5.77598, -2.34615)
H (-1.28175, -6.12430, -1.30786)
H (-0.29445, -4.07943, 0.06645)
C (6.82490, 3.17462, -0.27929)
C (6.33352, 2.53410, 0.84786)
C (5.11550, 1.88717, 0.80446)
C (4.34132, 1.85775, -0.36374)
C (4.85072, 2.50854, -1.48720)
C (6.07554, 3.15045, -1.44632)
C (3.05189, 1.17084, -0.30143)
C (1.97352, 1.19008, -1.10903)
C (1.80666, 1.87635, -2.37725)
C (1.54787, 3.25681, -2.47845)
C (1.13785, 3.82592, -3.66696)
C (1.01484, 3.06109, -4.81566)
C (1.34001, 1.71199, -4.76057)
C (1.72659, 1.13037, -3.57292)
H (7.78195, 3.68293, -0.25257)
H (6.91109, 2.52717, 1.76458)
H (4.75095, 1.39072, 1.69424)
H (4.28141, 2.49536, -2.40347)
H (6.45621, 3.63373, -2.33884)
H (2.99300, 0.57910, 0.61430)
H (1.66637, 3.89407, -1.61119)
H (0.92146, 4.88720, -3.69907)
H (0.65883, 3.50438, -5.73675)
H (1.28720, 1.11986, -5.66671)
H (1.94324, 0.06950, -3.54259)

Cartesian forces (eV/Å) of the 2 atoms listed first:
Sm 0.2362 0.3211 0.1797
C -0.0529 0.0565 -0.1037

Results
charge: -1
molar mass: 1122.1 g/mol
energy above the lowest of the compared OMol25 structures with the same formula, charge and spin: 18.5 kcal/mol
2S+1: 6
F_max: 0.0325 hartree/bohr